Entry 1:
{
  "formula": "C4H5N3O2",
  "method": "the ωB97M-V functional and the def2-TZVPD basis",
  "elements": ["O", "O", "N", "N", "N", "C", "C", "C", "C", "H", "H", "H", "H", "H"],
  "xyz": [[0.332758, 0.120389, 0.594822], [-0.429307, 2.032039, -1.429779], [1.240299, 1.106347, 0.301276], [-0.408301, -3.352455, -0.408717], [-1.181444, 0.930679, -1.163066], [-0.784212, 0.135029, -0.275988], [-1.636859, -1.073913, 0.039591], [-0.932434, -2.324444, -0.236149], [2.331189, 0.910338, 0.848721], [-2.553004, -0.992117, -0.566747], [3.174409, 1.578441, 0.584980], [0.430733, 1.957481, -0.954645], [2.292896, 0.061626, 1.544216], [-1.876723, -1.089440, 1.121485]],
  "atomic_forces_ev_per_a": [[-1.5, 0.0, -0.6], [0.1, 0.7, -0.6], [-0.6, 0.9, -1.8], [-1.0, 2.1, 0.3], [0.5, 0.1, 0.2], [0.0, -1.1, 1.3], [-0.1, 0.4, 0.2], [0.9, -2.3, -0.4], [1.3, -0.4, 1.1], [0.4, -0.2, 0.3], [-0.7, -0.6, 0.6], [-0.4, 0.0, 0.0], [1.1, 0.2, -0.1], [-0.1, 0.1, -0.5]],
  "relative_energy_kj_mol": 583.8,
  "mol_weight_g_mol": 127.103,
  "smiles": "C=NO/C(CC#N)=N\\O",
  "max_force_ev_per_a": 2.52,
  "multiplicity": 1,
  "e_lumo_ha": 0.02329,
  "gap_ev": 10.38
}


Entry 2:
{
  "formula": "C3H7N",
  "method": "the ωB97M-V functional and the def2-TZVPD basis",
  "elements": ["N", "C", "C", "C", "H", "H", "H", "H", "H", "H", "H"],
  "xyz": [[4.634591, -1.292776, 2.026347], [-4.091873, 0.225346, -2.512089], [-3.254011, 0.879292, -1.696341], [4.016452, -0.329958, 2.558382], [-2.697730, 0.423534, -0.882676], [3.818418, 0.572218, 1.981432], [-2.748058, 1.806742, -1.963311], [-4.655823, 0.724154, -3.291057], [4.900045, -1.990822, 2.720348], [-3.906077, -0.834473, -2.591141], [3.984065, -0.183256, 3.650107]],
  "atomic_forces_ev_per_a": [[-0.4, -0.2, -0.3], [1.4, 0.5, 0.2], [0.9, 0.0, -0.7], [1.5, 0.7, 0.8], [-0.1, -0.6, -0.3], [-0.5, -0.3, -0.3], [-1.3, 0.7, 0.4], [0.3, 0.0, -0.1], [-0.1, 0.0, 0.0], [-1.2, -0.5, 0.6], [-0.6, -0.3, -0.2]],
  "relative_energy_kj_mol": 209.3,
  "mol_weight_g_mol": 57.096,
  "smiles": "C=C.C=N",
  "max_force_ev_per_a": 1.87,
  "multiplicity": 1,
  "e_lumo_ha": 0.04455,
  "gap_ev": 10.90
}


Entry 3:
{
  "formula": "C17H18N4O4",
  "method": "the ωB97M-V functional and the def2-TZVPD basis",
  "elements": ["O", "O", "O", "O", "N", "N", "N", "N", "C", "C", "C", "C", "C", "C", "C", "C", "C", "C", "C", "C", "C", "C", "C", "C", "C", "H", "H", "H", "H", "H", "H", "H", "H", "H", "H", "H", "H", "H", "H", "H", "H", "H", "H"],
  "xyz": [[-1.234651, 6.005199, 0.366997], [-4.188155, 1.814706, 1.543045], [-3.332658, 0.450768, 2.963672], [-1.454720, -2.809808, -0.496679], [0.792189, -2.421728, -0.576663], [2.635769, -3.657458, -1.022670], [-1.306676, 3.324352, 1.337784], [-3.284696, 1.114045, 1.953364], [-0.685046, -0.636694, 0.030573], [-2.377935, 5.197361, 0.201922], [-0.509098, -2.059967, -0.374656], [-1.810074, -0.309148, 0.771716], [0.177638, 0.399710, -0.327115], [1.189233, -5.917687, -1.658302], [-2.081711, 0.993158, 1.162443], [2.572861, -5.927772, -1.714808], [4.759959, -4.710241, -1.423383], [1.306833, -3.653470, -0.968288], [0.526797, -4.763112, -1.278981], [3.264587, -4.765313, -1.385982], [-2.506896, 4.141236, 1.309759], [-0.138457, 4.171023, 1.490207], [-0.075633, 1.689334, 0.072113], [-1.200163, 2.053987, 0.843200], [-0.064646, 5.222524, 0.376132], [5.178422, -5.400180, -0.692310], [-2.493489, -1.098613, 1.049076], [-3.234136, 5.872134, 0.224678], [1.522464, -1.750212, -0.380591], [-3.393202, 3.543774, 1.116080], [0.603770, 2.462338, -0.248613], [5.095908, -3.703402, -1.194637], [-2.612413, 4.641126, 2.278522], [-0.546079, -4.711989, -1.219662], [1.035823, 0.213257, -0.956182], [0.765142, 5.910298, 0.546787], [-2.340187, 4.691428, -0.775982], [0.769747, 3.572609, 1.536965], [-0.253712, 4.698746, 2.444583], [3.112468, -6.815280, -2.006929], [0.064107, 4.732395, -0.601969], [5.125263, -4.998965, -2.407122], [0.625454, -6.804470, -1.908091]],
  "atomic_forces_ev_per_a": [[0.0, 0.2, 0.0], [-0.3, -0.1, -0.1], [-0.1, -0.1, 0.3], [-0.1, -0.1, 0.0], [0.2, 0.3, 0.0], [0.0, 0.3, 0.1], [0.0, 0.2, 0.3], [-0.3, 0.1, 0.3], [-0.1, 0.4, 0.0], [-0.3, -0.2, 0.2], [0.1, 0.1, 0.0], [0.0, 0.0, -0.1], [-0.2, -0.3, 0.1], [0.3, 0.1, 0.0], [1.0, -0.4, -0.8], [-0.1, 0.0, 0.0], [0.0, 0.0, 0.0], [0.0, -0.5, -0.2], [-0.1, 0.0, 0.0], [-0.1, -0.2, -0.1], [-0.3, 0.5, -0.4], [0.2, 0.3, -0.2], [-0.1, 0.1, 0.0], [0.0, -0.5, 0.1], [0.2, -0.2, 0.2], [0.1, 0.0, 0.0], [-0.1, 0.0, 0.0], [0.0, -0.1, 0.0], [-0.1, -0.1, 0.0], [0.2, 0.2, 0.1], [0.0, 0.1, 0.0], [0.0, 0.0, 0.0], [0.0, 0.0, 0.0], [0.0, 0.0, 0.0], [0.1, 0.0, -0.1], [0.0, -0.1, 0.0], [0.0, 0.0, 0.1], [0.0, 0.0, 0.0], [0.1, 0.0, -0.1], [0.1, -0.1, 0.0], [0.0, 0.0, 0.1], [0.1, 0.0, 0.0], [-0.1, -0.1, 0.0]],
  "relative_energy_kj_mol": 416.3,
  "mol_weight_g_mol": 342.355,
  "smiles": "Cc1cccc(NC(=O)c2ccc(N3CCOCC3)c([N+](=O)[O-])c2)n1",
  "max_force_ev_per_a": 1.36,
  "multiplicity": 1,
  "e_lumo_ha": -0.00508,
  "gap_ev": 8.20
}


Repeat the first record exactly.
{
  "formula": "C4H5N3O2",
  "method": "the ωB97M-V functional and the def2-TZVPD basis",
  "elements": ["O", "O", "N", "N", "N", "C", "C", "C", "C", "H", "H", "H", "H", "H"],
  "xyz": [[0.332758, 0.120389, 0.594822], [-0.429307, 2.032039, -1.429779], [1.240299, 1.106347, 0.301276], [-0.408301, -3.352455, -0.408717], [-1.181444, 0.930679, -1.163066], [-0.784212, 0.135029, -0.275988], [-1.636859, -1.073913, 0.039591], [-0.932434, -2.324444, -0.236149], [2.331189, 0.910338, 0.848721], [-2.553004, -0.992117, -0.566747], [3.174409, 1.578441, 0.584980], [0.430733, 1.957481, -0.954645], [2.292896, 0.061626, 1.544216], [-1.876723, -1.089440, 1.121485]],
  "atomic_forces_ev_per_a": [[-1.5, 0.0, -0.6], [0.1, 0.7, -0.6], [-0.6, 0.9, -1.8], [-1.0, 2.1, 0.3], [0.5, 0.1, 0.2], [0.0, -1.1, 1.3], [-0.1, 0.4, 0.2], [0.9, -2.3, -0.4], [1.3, -0.4, 1.1], [0.4, -0.2, 0.3], [-0.7, -0.6, 0.6], [-0.4, 0.0, 0.0], [1.1, 0.2, -0.1], [-0.1, 0.1, -0.5]],
  "relative_energy_kj_mol": 583.8,
  "mol_weight_g_mol": 127.103,
  "smiles": "C=NO/C(CC#N)=N\\O",
  "max_force_ev_per_a": 2.52,
  "multiplicity": 1,
  "e_lumo_ha": 0.02329,
  "gap_ev": 10.38
}